18
Properties=species:S:1:pos:R:3:forces:R:3 method="wB97M-V/def2-TZVPD" spin_multiplicity=1 homo_lumo_gap_ev=12.0 total_charge=+1 smiles="C[N+]1(C)C=NCC1"
N 0.38418 -0.14630 -0.19827 -0.35 0.49 1.61
N -1.76832 -1.01341 -0.03625 -0.84 0.45 0.69
C -0.59120 -1.23025 -0.32454 0.04 -2.82 -2.93
C 1.39277 -0.03734 -1.29882 -0.07 -0.09 1.01
C -1.96364 0.36478 0.34331 1.20 1.16 2.15
C -0.48138 1.07312 0.01646 -2.83 -0.65 -0.66
C 0.94005 -0.32656 1.20317 1.87 1.36 1.05
H 1.47073 0.65155 1.39871 -0.38 -1.18 -0.01
H -2.31629 0.48366 1.50217 0.81 -0.30 -2.98
H 1.69621 -1.11101 1.40012 -0.75 0.00 -0.80
H 0.10451 -0.38944 1.92408 0.38 -0.18 -0.59
H 1.60446 -1.02175 -1.63913 0.22 -0.89 -0.28
H -2.69671 0.76895 -0.34912 -0.20 0.23 0.39
H -0.33625 -2.17849 -0.91329 0.32 1.33 1.34
H -0.63146 1.60467 -0.95421 0.60 -0.12 1.04
H -0.09321 1.61699 0.87688 -0.20 0.44 -0.72
H 2.28467 0.35238 -0.82803 0.20 0.45 -0.36
H 1.00091 0.53843 -2.12324 -0.04 0.33 0.04